1.
{
  "formula": "C30H46NO7Si2Zr",
  "method": "ωB97M-V/def2-TZVPD",
  "homo_energy_ev": -14.8,
  "total_charge": 3,
  "e_lumo_ev": -13.092,
  "gap_ev": 1.709,
  "total_energy_ev": -64674.530,
  "elements": ["C", "O", "C", "C", "C", "C", "C", "C", "C", "C", "C", "Si", "C", "C", "C", "C", "N", "C", "C", "C", "C", "C", "C", "O", "C", "C", "C", "C", "C", "C", "O", "Si", "C", "O", "C", "C", "O", "C", "O", "O", "H", "H", "H", "H", "H", "H", "H", "H", "H", "H", "H", "H", "H", "H", "H", "H", "H", "H", "H", "H", "H", "H", "H", "H", "H", "H", "H", "H", "H", "H", "H", "H", "H", "H", "H", "H", "H", "H", "H", "H", "H", "H", "H", "H", "H", "H", "Zr"],
  "coordinates": [[3.644, -0.705, 0.616], [4.515, 0.371, 1.029], [3.889, 1.218, 2.012], [3.435, 0.416, 3.313], [1.854, 0.351, 3.292], [1.282, -1.077, 3.727], [-0.249, -0.875, 4.095], [-1.175, -1.910, 3.293], [-2.161, -1.014, 2.465], [-3.147, -1.783, 1.511], [-3.808, -0.683, 0.589], [-2.823, -0.411, -1.016], [-1.240, 0.619, -0.758], [-0.704, 1.256, -2.117], [0.680, 1.989, -1.932], [1.865, 0.967, -1.685], [3.155, 1.686, -1.946], [3.582, 2.321, -3.120], [4.939, 2.921, -2.880], [5.218, 2.552, -1.513], [4.060, 1.765, -0.906], [-3.985, 0.641, -2.161], [-4.688, 1.826, -1.427], [-5.863, 2.009, -1.650], [-4.027, 2.843, -0.457], [-2.962, 3.782, -0.778], [-2.415, 4.701, 0.229], [-2.967, 4.680, 1.621], [-4.069, 3.787, 1.987], [-4.578, 2.893, 0.956], [-2.626, -1.913, -1.833], [-1.053, -2.523, -1.890], [-0.878, -3.964, -3.145], [0.385, -3.777, -3.874], [1.411, -4.593, -3.331], [2.318, -4.209, -2.133], [1.587, -5.740, -3.862], [-0.355, -3.298, -0.315], [-0.632, -4.475, 0.097], [0.498, -2.571, 0.342], [2.581, -0.341, 0.670], [3.880, -0.961, -0.455], [3.758, -1.586, 1.296], [3.024, 1.738, 1.493], [4.620, 2.007, 2.320], [3.760, 1.006, 4.213], [3.881, -0.608, 3.345], [1.422, 0.549, 2.275], [1.464, 1.097, 4.044], [1.373, -1.815, 2.881], [1.797, -1.466, 4.651], [-0.508, 0.179, 3.774], [-0.485, -0.936, 5.187], [-1.761, -2.529, 4.020], [-0.557, -2.518, 2.587], [-2.810, -0.465, 3.214], [-1.619, -0.223, 1.868], [-2.703, -2.656, 0.967], [-3.967, -2.216, 2.159], [-3.833, 0.278, 1.185], [-4.879, -0.947, 0.330], [-1.559, 1.512, -0.135], [-0.433, 0.106, -0.171], [-1.463, 2.036, -2.412], [-0.664, 0.519, -2.966], [0.874, 2.556, -2.895], [0.676, 2.760, -1.120], [1.753, 0.043, -2.304], [1.864, 0.714, -0.594], [2.911, 2.343, -4.006], [5.542, 3.503, -3.608], [6.146, 2.825, -0.949], [3.920, 1.325, 0.112], [-3.436, 0.963, -3.097], [-4.771, -0.085, -2.518], [-2.523, 3.816, -1.805], [-1.582, 5.371, -0.083], [-2.518, 5.381, 2.370], [-4.506, 3.782, 3.017], [-5.424, 2.194, 1.195], [-0.106, -1.486, -2.329], [-1.753, -4.029, -3.849], [-0.737, -4.889, -2.503], [2.007, -4.772, -1.200], [2.304, -3.114, -1.881], [3.399, -4.482, -2.301], [-0.269, -6.550, -2.434]],
  "forces_ev_per_a": [[-0.6, -0.5, 0.1], [0.1, -0.9, 0.9], [0.5, 0.1, 1.6], [-1.1, 0.9, -0.8], [0.1, -1.3, 1.2], [-0.5, 0.8, 0.7], [-0.1, -0.5, -0.8], [-0.1, 1.7, 0.0], [-0.5, -0.7, 0.1], [-0.8, 0.6, 1.0], [0.0, -0.5, -0.1], [-1.7, 0.7, 0.3], [0.7, 0.6, -0.4], [-0.2, 0.5, 0.7], [0.0, -0.5, -1.0], [-1.4, 1.2, 0.0], [0.5, -1.0, 1.1], [1.3, 0.3, 1.4], [-1.5, -1.9, 2.8], [0.4, 0.9, -2.0], [-0.4, 2.6, -4.1], [0.6, -0.4, 0.0], [-0.3, 0.0, -1.1], [0.7, 0.1, 0.7], [1.0, 1.3, 2.3], [-0.3, 0.1, 1.3], [-2.0, -2.0, 0.3], [-0.4, -0.8, -1.3], [1.1, -0.1, -2.4], [0.7, 0.7, -0.4], [2.2, 0.2, 0.4], [-1.3, 0.6, 0.6], [-0.6, 0.3, -1.2], [1.4, -1.4, 1.4], [-0.1, -1.5, -0.4], [0.3, 0.9, 0.0], [-2.0, 1.6, 1.9], [2.6, 0.9, 3.0], [-0.2, -0.9, -2.1], [-2.0, -0.9, -2.2], [0.9, -0.7, 0.1], [0.0, 0.1, 1.2], [-0.1, 0.7, -0.7], [0.4, -0.4, 0.8], [-0.3, -0.8, -0.6], [-0.1, -0.8, -0.9], [-0.2, 1.0, -0.1], [0.4, 0.1, 0.9], [0.3, -0.6, -1.1], [0.1, 0.7, 0.9], [-0.2, 0.4, -1.1], [0.0, -1.1, 0.4], [0.6, 0.0, -0.9], [0.6, 0.3, -0.9], [-0.6, 0.2, 0.8], [0.7, -0.4, -0.9], [-0.2, -0.8, 0.6], [-0.1, 0.9, 0.3], [0.9, 0.3, -0.7], [-0.1, -0.9, -0.7], [1.1, 0.3, 0.1], [0.2, -1.1, -0.4], [-0.6, 0.2, -0.5], [0.9, -0.8, 0.1], [0.2, 0.7, 0.8], [-0.1, -0.6, 0.9], [-0.2, -0.7, -0.5], [0.3, 0.8, 0.4], [0.1, 0.1, -1.3], [0.7, 0.0, 0.7], [-0.6, -0.6, 0.8], [-1.1, -0.4, -0.6], [0.5, 0.6, -1.3], [-0.6, 0.0, 1.0], [0.5, 1.0, 0.4], [-0.6, 0.0, 1.0], [-0.9, -0.5, 0.5], [-0.6, -0.8, -0.8], [0.5, 0.0, -1.2], [0.9, 0.9, -0.3], [0.0, -0.2, -0.2], [1.1, -0.2, 0.4], [-0.8, 2.8, 0.0], [0.0, 0.5, -0.9], [-0.4, -1.1, -0.3], [-1.3, 0.0, -0.3], [1.8, -1.0, 0.2]],
  "lowdin_charge": [-0.061, -0.243, -0.181, -0.118, -0.204, -0.182, -0.187, -0.171, -0.232, -0.228, -0.223, 0.544, -0.237, -0.248, -0.153, -0.104, -0.061, 0.154, 0.058, 0.098, 0.148, -0.119, -0.376, 0.153, -0.082, -0.036, -0.008, -0.002, -0.026, 0.030, -0.272, 0.655, -0.227, -0.079, -0.428, 0.038, -0.028, -0.713, -0.098, -0.103, 0.073, 0.113, 0.123, 0.124, 0.148, 0.132, 0.122, 0.090, 0.124, 0.094, 0.122, 0.091, 0.118, 0.122, 0.081, 0.131, 0.091, 0.090, 0.126, 0.073, 0.108, 0.088, 0.065, 0.084, 0.100, 0.115, 0.130, 0.134, 0.099, 0.164, 0.141, 0.148, 0.031, 0.101, 0.111, 0.112, 0.111, 0.119, 0.126, 0.132, 0.030, 0.134, -0.095, 0.113, 0.094, 0.127, 1.741]
}



2.
{
  "formula": "C2H2ClOP",
  "method": "ωB97M-V/def2-TZVPD",
  "homo_energy_ev": -8.7,
  "total_charge": 0,
  "e_lumo_ev": -1.512,
  "gap_ev": 7.158,
  "total_energy_ev": -25959.213,
  "elements": ["C", "C", "O", "P", "Cl", "H", "H"],
  "coordinates": [[0.273, -1.419, 0.816], [-0.461, 2.296, -0.088], [0.553, -2.121, -0.069], [0.259, 0.650, 0.252], [-0.715, 2.395, -1.724], [-0.005, -1.836, 1.812], [0.096, 0.035, -1.001]],
  "forces_ev_per_a": [[-1.1, 0.7, 1.2], [-0.2, -0.7, 2.3], [0.4, 0.0, -0.7], [0.4, -1.1, -1.3], [0.0, 0.1, -1.2], [0.2, 0.8, -0.1], [0.2, 0.1, -0.2]],
  "lowdin_charge": [-0.377, -0.918, 0.033, 0.777, 0.504, 0.098, -0.117]
}



3.
{
  "formula": "H24O12",
  "method": "ωB97M-V/def2-TZVPD",
  "homo_energy_ev": -10.5,
  "total_charge": 0,
  "e_lumo_ev": -0.543,
  "gap_ev": 9.922,
  "total_energy_ev": -24959.379,
  "elements": ["O", "H", "H", "O", "H", "H", "O", "H", "H", "O", "H", "H", "O", "H", "H", "O", "H", "H", "O", "H", "H", "O", "H", "H", "O", "H", "H", "O", "H", "H", "O", "H", "H", "O", "H", "H"],
  "coordinates": [[-1.497, -0.339, -2.797], [-2.219, -0.333, -2.194], [-1.009, -1.154, -2.623], [-3.789, 0.528, 1.723], [-3.472, -0.003, 0.968], [-3.302, 1.294, 1.518], [1.594, 1.776, 0.773], [2.365, 2.087, 1.331], [1.085, 2.554, 0.633], [2.765, -0.764, 2.333], [2.847, -0.874, 1.376], [3.631, -0.571, 2.663], [2.348, -1.073, -0.398], [1.617, -1.644, -0.135], [1.820, -0.399, -0.767], [-0.178, -0.096, 0.007], [0.521, 0.549, 0.281], [-0.638, -0.236, 0.850], [-1.447, 2.055, -1.312], [-1.866, 1.748, -2.111], [-1.122, 1.229, -0.987], [0.149, -2.859, 0.948], [-0.342, -3.306, 0.301], [-0.334, -2.082, 1.181], [-1.234, -0.938, 2.479], [-1.298, -0.659, 3.357], [-2.087, -1.352, 2.220], [1.160, 0.708, -2.585], [0.252, 0.378, -2.539], [1.404, 0.687, -3.512], [4.076, 1.683, -0.588], [3.210, 1.618, -0.229], [4.300, 2.594, -0.378], [-2.891, -0.651, -0.501], [-3.781, -0.591, -0.822], [-2.639, -1.563, -0.465]],
  "forces_ev_per_a": [[1.1, -0.4, -1.6], [-0.6, -0.1, 1.0], [-0.2, 0.1, 0.0], [-0.6, -1.6, -0.2], [-0.3, -0.1, 0.6], [0.8, 2.0, 0.1], [2.1, 0.1, 1.3], [-1.4, -0.9, -0.6], [-0.8, 1.2, -0.4], [-0.7, 0.1, 0.3], [0.0, 0.0, -0.4], [0.7, 0.1, 0.2], [0.7, -1.5, 0.7], [0.1, -0.7, 0.4], [-0.4, 1.8, -1.3], [0.0, 0.7, 0.3], [-0.4, -0.6, -0.2], [0.0, 0.2, 0.0], [-0.6, 1.1, 0.0], [-0.2, 0.4, -0.7], [0.8, -1.1, 0.9], [1.6, -0.2, 0.9], [-1.0, -1.0, -1.4], [-0.2, 0.8, 0.5], [-0.6, -1.3, -2.8], [-0.3, 0.7, 2.1], [0.6, 0.7, 0.8], [0.1, -0.1, 0.3], [0.0, 0.3, -0.2], [0.1, 0.0, -0.1], [1.3, 0.4, -0.2], [-1.4, -0.6, 0.0], [0.3, 0.1, -0.2], [0.4, 0.6, 0.1], [-1.0, -0.3, -0.3], [0.0, -0.9, -0.1]],
  "lowdin_charge": [-0.044, -0.017, 0.069, -0.050, -0.027, 0.012, -0.039, 0.113, 0.061, -0.061, -0.012, 0.017, -0.040, 0.018, -0.039, -0.092, 0.027, 0.016, -0.046, 0.014, -0.054, -0.002, 0.014, -0.034, -0.018, 0.046, 0.077, -0.041, -0.016, 0.050, -0.038, -0.048, 0.035, -0.017, 0.089, 0.077]
}



4.
{
  "formula": "C27H42BBrN9OReS3",
  "method": "ωB97M-V/def2-TZVPD",
  "homo_energy_ev": [-16.3, -16.6],
  "total_charge": 3,
  "e_lumo_ev": [-8.504, -9.583],
  "multiplicity": 4,
  "gap_ev": [7.804, 6.996],
  "total_energy_ev": -149477.083,
  "elements": ["Re", "C", "C", "C", "C", "N", "C", "C", "N", "B", "N", "C", "C", "N", "C", "S", "C", "C", "C", "C", "N", "C", "C", "N", "C", "S", "C", "C", "C", "C", "C", "S", "H", "H", "H", "H", "H", "H", "H", "H", "H", "H", "H", "H", "H", "H", "H", "H", "H", "H", "H", "H", "H", "H", "H", "H", "H", "H", "H", "H", "H", "H", "H", "H", "H", "H", "N", "C", "N", "O", "H", "H", "H", "H", "Br", "C", "C", "C", "C", "C", "N", "H", "H", "H", "H"],
  "coordinates": [[-1.179, 0.095, 0.144], [4.706, 2.248, -1.856], [3.217, 2.591, -1.837], [3.003, 4.087, -2.079], [2.510, 1.779, -2.910], [2.715, 2.289, -0.423], [3.245, 3.014, 0.630], [2.866, 2.415, 1.774], [2.103, 1.314, 1.445], [1.861, 0.224, 2.550], [1.875, -1.221, 1.970], [3.082, -1.872, 1.811], [2.821, -3.114, 1.362], [1.448, -3.239, 1.245], [0.901, -2.068, 1.609], [-0.798, -1.652, 1.673], [0.860, -4.566, 0.781], [1.356, -5.642, 1.747], [1.374, -4.808, -0.636], [-0.661, -4.567, 0.783], [0.631, 0.517, 3.455], [0.664, 0.109, 4.769], [-0.470, 0.530, 5.362], [-1.203, 1.219, 4.415], [-0.521, 1.173, 3.259], [-1.039, 1.834, 1.719], [-2.583, 1.783, 4.735], [-2.885, 3.030, 3.908], [-2.602, 2.165, 6.216], [-3.588, 0.673, 4.447], [2.002, 1.270, 0.109], [0.994, 0.126, -0.771], [5.120, 2.532, -2.824], [4.861, 1.177, -1.721], [5.262, 2.784, -1.088], [3.143, 4.298, -3.138], [3.714, 4.704, -1.532], [1.996, 4.403, -1.798], [2.963, 2.061, -3.861], [1.443, 1.989, -2.974], [2.663, 0.708, -2.789], [3.874, 3.872, 0.477], [3.108, 2.655, 2.795], [2.821, 0.286, 3.264], [4.019, -1.406, 2.061], [3.495, -3.922, 1.144], [2.438, -5.769, 1.718], [0.911, -6.596, 1.465], [1.057, -5.416, 2.770], [2.461, -4.864, -0.682], [1.040, -4.015, -1.310], [0.981, -5.757, -0.998], [-1.079, -4.389, 1.773], [-0.970, -5.563, 0.469], [-1.081, -3.848, 0.079], [1.503, -0.424, 5.182], [-0.797, 0.415, 6.378], [-2.057, 3.741, 3.922], [-3.746, 3.522, 4.358], [-3.143, 2.803, 2.877], [-1.769, 2.821, 6.472], [-2.596, 1.300, 6.877], [-3.526, 2.705, 6.415], [-3.499, 0.333, 3.411], [-4.600, 1.047, 4.603], [-3.436, -0.184, 5.105], [-2.707, 3.039, -2.638], [-1.822, 2.612, -1.746], [-0.738, 3.343, -1.481], [-2.039, 1.508, -1.150], [-2.606, 3.914, -3.127], [-3.524, 2.482, -2.823], [-0.602, 4.256, -1.882], [-0.127, 3.052, -0.735], [-3.816, -0.449, 0.482], [-3.311, -1.473, -1.047], [-4.177, -2.249, -1.771], [-3.625, -2.942, -2.846], [-2.269, -2.821, -3.124], [-1.485, -2.010, -2.329], [-2.010, -1.337, -1.291], [-5.224, -2.320, -1.514], [-4.256, -3.573, -3.457], [-1.820, -3.351, -3.952], [-0.425, -1.881, -2.504]],
  "forces_ev_per_a": [[0.6, 0.2, 0.1], [0.0, 0.0, 0.0], [-0.1, 0.0, 0.1], [0.0, 0.0, 0.0], [0.0, 0.0, 0.0], [0.1, 0.0, -0.1], [0.0, 0.0, -0.1], [0.0, -0.1, 0.0], [0.1, -0.1, 0.2], [-0.1, 0.0, 0.0], [0.1, 0.2, 0.1], [-0.1, 0.0, 0.0], [-0.1, 0.0, 0.0], [0.0, -0.2, -0.1], [0.0, 0.0, -0.1], [-0.1, 0.2, 0.0], [0.0, 0.1, 0.1], [0.0, 0.0, 0.0], [0.0, 0.0, 0.0], [0.0, 0.0, 0.0], [0.2, 0.0, -0.1], [0.0, 0.0, 0.0], [-0.1, 0.1, -0.1], [-0.2, 0.0, 0.2], [0.0, -0.1, -0.1], [0.0, -0.1, -0.1], [0.1, 0.0, 0.0], [0.0, 0.0, 0.0], [0.0, 0.0, 0.0], [0.0, 0.0, 0.0], [-0.1, 0.1, -0.1], [-0.3, -0.1, 0.1], [0.0, 0.0, 0.0], [0.0, 0.0, 0.0], [0.0, 0.0, 0.0], [0.0, 0.0, 0.0], [0.0, 0.0, 0.0], [0.0, 0.0, -0.1], [0.0, 0.0, 0.0], [0.0, 0.0, 0.0], [0.0, 0.0, 0.0], [0.0, 0.0, 0.0], [0.0, 0.0, 0.0], [-0.1, 0.0, 0.0], [0.0, 0.0, 0.0], [0.0, 0.0, 0.0], [0.0, 0.0, 0.0], [0.0, 0.0, 0.0], [0.0, 0.0, 0.0], [0.0, 0.0, 0.0], [0.0, 0.0, 0.0], [0.0, 0.0, 0.0], [0.0, 0.0, 0.0], [0.0, 0.0, 0.0], [0.0, 0.0, 0.0], [0.0, 0.0, 0.0], [0.0, 0.0, 0.0], [0.0, 0.0, 0.0], [0.0, 0.0, 0.0], [0.0, 0.0, 0.0], [0.0, 0.0, 0.0], [0.0, 0.0, 0.0], [0.0, 0.0, 0.0], [0.0, 0.0, 0.0], [0.0, 0.0, 0.0], [0.0, 0.0, 0.0], [0.0, 0.0, -0.1], [0.0, 0.1, 0.2], [0.1, 0.0, 0.0], [0.1, -0.1, -0.1], [0.0, 0.0, 0.0], [0.0, 0.0, 0.0], [0.0, 0.0, 0.0], [0.0, 0.0, 0.0], [-0.2, -0.1, 0.1], [0.1, 0.0, 0.1], [0.0, -0.1, 0.0], [0.0, 0.0, 0.0], [0.0, 0.0, 0.0], [0.0, 0.1, 0.1], [0.0, 0.0, -0.2], [0.0, 0.0, 0.0], [0.0, 0.0, 0.0], [0.0, 0.0, 0.0], [0.0, 0.0, 0.0]],
  "mulliken_spin": [2.343, 0.001, 0.000, -0.001, 0.009, 0.013, 0.003, 0.007, -0.053, 0.127, -0.030, 0.006, 0.005, 0.011, 0.037, 0.110, -0.008, 0.001, 0.000, 0.026, -0.011, 0.006, 0.010, 0.014, 0.024, 0.144, -0.001, 0.010, 0.000, 0.013, 0.039, 0.091, 0.000, 0.000, 0.000, 0.000, 0.000, 0.000, 0.001, -0.006, 0.002, 0.001, 0.002, -0.001, 0.001, 0.001, 0.000, 0.000, 0.000, 0.000, 0.000, 0.000, 0.001, 0.002, -0.018, 0.001, 0.001, 0.000, 0.000, -0.012, 0.000, 0.000, 0.000, -0.011, 0.000, 0.000, 0.009, -0.001, 0.007, 0.040, 0.000, 0.002, 0.000, 0.001, 0.007, 0.004, -0.002, 0.009, -0.007, 0.005, 0.009, -0.001, 0.000, 0.000, 0.007]
}